Record 1
95
Properties=species:S:1:pos:R:3:mulliken_charge:R:1 method="wB97M-V/def2-TZVPD" relative_energy_ev=0.0000 smiles=CCN[C@@H](OCC(F)(F)CC[Si](C)(C)c1ccccc1)[C@@H](O[C@H](Cl)Br)[C@H](Br)CC.COC[C@@H](C)N.COC[C@@H](C)N homo_lumo_gap_ha=0.337
C 3.97780 4.09133 2.33442 -0.9794
C 4.26780 3.27143 3.61962 -0.3687
N 3.87449 1.87319 3.52300 -0.2155
C 2.45669 1.62512 3.33691 -0.7215
O 2.13881 0.27131 3.64729 -0.3958
C 2.30577 -0.54674 2.49954 -1.7009
C 1.01413 -0.88598 1.72845 1.5346
F 1.27888 -2.07947 1.06633 -0.4027
F 0.79808 0.05935 0.76467 -0.1169
C -0.22555 -1.15316 2.58076 -0.4453
C -1.47085 -1.31338 1.67043 -0.0070
Si -3.13518 -1.26409 2.59615 0.2820
C -3.55153 -2.95716 3.31955 -1.1745
C -3.07476 -0.08128 4.08622 -0.1886
C -4.52051 -0.57527 1.48569 0.5132
C -5.80307 -0.59687 2.02038 -0.4042
C -6.85296 -0.07394 1.28600 -0.6689
C -6.58586 0.44992 0.03432 -0.4298
C -5.32536 0.46992 -0.50285 -0.5483
C -4.26199 -0.05263 0.22694 -0.0646
C 1.48620 2.63045 3.99023 0.0353
O 0.14923 2.20596 3.56801 -0.4075
C -0.47473 3.17508 2.82319 0.0698
Cl -2.20458 2.76632 2.58560 -0.1419
Br 0.29830 3.37833 1.02706 -0.1347
C 1.47633 2.74699 5.55330 -0.7732
Br 2.73248 1.60577 6.52974 -0.0871
C 0.08289 2.55437 6.21433 -0.8463
C -0.31419 1.07660 6.42051 -1.0954
H 3.08675 4.72441 2.42064 0.2491
H 4.81850 4.78901 2.22055 0.3946
H 3.91539 3.45544 1.44702 0.2019
H 5.36230 3.27442 3.72101 0.5647
H 3.90528 3.78609 4.53163 0.1154
H 4.27034 1.29638 4.25271 0.3746
H 2.27359 1.70557 2.25064 0.4068
H 3.08619 -0.16641 1.82512 0.5275
H 2.68165 -1.51564 2.86158 0.3937
H -0.32523 -0.32893 3.29474 -0.3230
H -0.06448 -2.06972 3.16224 0.4845
H -1.48801 -0.42903 1.01344 -0.2949
H -1.37470 -2.23079 1.07590 0.4753
H -2.77037 -3.20712 4.05836 0.3304
H -3.55905 -3.77703 2.59154 0.3623
H -4.48678 -2.93323 3.89681 0.2896
H -2.20791 0.58143 4.00926 -0.6797
H -3.10881 -0.61821 5.04245 0.3422
H -3.95095 0.58557 4.07917 0.4828
H -5.95509 -1.02414 3.01210 0.2737
H -7.84979 -0.06657 1.72296 0.3916
H -7.42063 0.86528 -0.53157 0.3381
H -5.10745 0.90407 -1.47686 0.4046
H -3.24029 -0.04506 -0.14570 0.1968
H 1.58820 3.64667 3.59580 0.5160
H -0.48769 4.14944 3.32469 0.5759
H 1.75150 3.77968 5.79779 0.6148
H -0.69095 3.16152 5.73160 0.3544
H 0.20904 2.97349 7.22500 0.4788
H 0.06653 0.41758 5.63380 0.1911
H 0.15995 0.74684 7.35460 0.4939
H -1.38860 0.97726 6.59329 0.3256
C -0.76879 -1.83585 -4.25390 -1.2034
C -0.53049 -1.41241 -2.80817 0.3493
C -1.10049 -0.02484 -2.47760 0.2887
O -0.32463 1.05798 -2.96559 -0.3879
C -0.55870 1.38534 -4.32263 -0.5801
N 0.90537 -1.49397 -2.51976 -0.6893
H -0.10768 -1.32790 -4.95425 0.1094
H -0.58781 -2.90595 -4.36827 0.3121
H -1.80235 -1.64119 -4.55506 0.3694
H -1.04616 -2.13455 -2.16635 0.3350
H -1.10342 0.08616 -1.38833 -0.3993
H -2.14504 0.06991 -2.80416 0.3500
H -1.60570 1.23899 -4.60327 0.3171
H 0.09098 0.80202 -4.98014 0.0693
H -0.30658 2.43802 -4.45861 0.2875
H 1.05318 -1.30411 -1.53085 0.2182
H 1.35292 -0.70895 -2.98690 0.3691
C 2.00685 -3.71201 -6.66812 -1.3969
C 1.59722 -2.58741 -7.61422 0.1299
C 2.66563 -2.24960 -8.66620 -0.6807
O 3.75395 -1.48768 -8.17667 -0.3795
C 4.76669 -2.23867 -7.53110 -0.6372
N 1.22587 -1.41319 -6.81806 -0.4876
H 2.72978 -3.38466 -5.92118 0.2926
H 1.13656 -4.08413 -6.12670 0.2945
H 2.43858 -4.55078 -7.21892 0.3802
H 0.70801 -2.92617 -8.15478 0.3431
H 2.19670 -1.62523 -9.43240 0.3509
H 3.02522 -3.15300 -9.17572 0.4160
H 4.90260 -3.22073 -7.99272 0.2927
H 4.54782 -2.35150 -6.46702 0.2336
H 5.69999 -1.68209 -7.61934 0.2582
H 0.86187 -0.69642 -7.44194 0.2421
H 2.08683 -1.00509 -6.45917 0.2638

***

Record 2
96
Properties=species:S:1:pos:R:3:mulliken_charge:R:1 method="wB97M-V/def2-TZVPD" smiles="N=[PH2]c1cc(P(O)O)cc2c1N(Cl)c1cc(CN)ccc1S2.CC(C)O.CC(C)O.CC(C)O.CC(C)O.CC(C)O" homo_lumo_gap_ha=0.272
N -0.08815 2.57378 2.22164 -0.6062
P 1.22923 3.12362 1.43912 0.3945
C 1.78530 1.69099 0.31482 0.2268
C 3.10031 0.86714 0.57539 -0.6709
C 3.52383 -0.33336 -0.34148 0.1105
P 5.09527 -1.38233 -0.01753 0.2161
O 4.60766 -2.95587 -0.58679 -0.4811
O 5.06530 -1.57850 1.71341 -0.4800
C 2.66227 -0.78342 -1.58323 -0.7214
C 1.36288 0.02858 -1.83215 0.4888
C 0.92676 1.23972 -0.92074 -0.2696
N -0.30591 2.00235 -1.19644 0.2419
Cl -0.10977 3.05406 -2.56816 -0.1108
C -1.49304 1.13811 -1.36267 0.0254
C -2.75553 1.49825 -0.51478 -0.5877
C -4.00060 0.58321 -0.68630 0.7988
C -5.30573 0.90137 0.20366 -0.3849
N -6.37903 -0.13276 0.00338 -0.6662
C -3.98589 -0.61787 -1.69662 -0.5228
C -2.71682 -0.99068 -2.55104 -0.7919
C -1.47763 -0.09030 -2.35146 0.5536
S 0.16208 -0.35839 -3.21300 -0.2779
H -0.26022 1.60362 1.87881 0.1086
H 0.84666 4.29446 0.71032 0.0632
H 2.24096 3.41244 2.44121 0.1122
H 3.78093 1.09843 1.47652 0.3312
H 3.66660 -3.02172 -0.27059 0.3193
H 4.10083 -1.70843 1.91801 0.3269
H 2.96127 -1.65786 -2.25070 0.4718
H -2.68863 2.40619 0.17109 0.2670
H -5.68528 1.97171 0.10174 0.3224
H -4.98109 0.78717 1.30988 0.1616
H -6.00494 -1.07148 0.24236 0.2956
H -6.65590 -0.11978 -0.99907 0.2990
H -4.91936 -1.28317 -1.80012 0.1542
H -2.70764 -1.87883 -3.28363 0.3175
C -2.77530 0.75572 4.47812 -1.5020
C -2.12704 -0.57225 4.11884 0.5233
C -1.71346 -1.34202 5.36295 -1.2077
O -0.97973 -0.33423 3.30667 -0.4052
H -2.07810 1.39394 5.03006 0.3993
H -3.05624 1.30283 3.57398 0.3046
H -3.66972 0.60578 5.08888 0.4154
H -2.82461 -1.17416 3.52940 0.2140
H -0.97906 -0.77677 5.94636 0.3873
H -1.23879 -2.28801 5.08861 0.1632
H -2.57559 -1.55512 6.00008 0.3671
H -0.35632 0.19835 3.82011 0.3124
C 3.88055 4.93285 -4.21843 -1.0836
C 4.09279 3.99595 -3.03962 0.2915
C 4.54573 2.61937 -3.50069 -1.1630
O 2.87623 3.87236 -2.30652 -0.3152
H 3.10339 4.54970 -4.88757 0.3037
H 3.54395 5.91441 -3.87307 0.2668
H 4.80240 5.06085 -4.79174 0.3231
H 4.83929 4.42085 -2.36228 0.2974
H 3.79117 2.15554 -4.14456 0.2926
H 4.68308 1.95343 -2.64386 0.2073
H 5.48736 2.67782 -4.05298 0.4268
H 2.20768 3.49635 -2.89858 0.1416
C 5.01702 9.34395 -6.71518 -1.3921
C 5.41474 8.02449 -6.07222 0.6035
C 6.89215 8.00630 -5.71255 -1.2499
O 5.13351 6.95511 -6.97273 -0.5427
H 5.57305 9.50903 -7.64381 0.3458
H 3.95598 9.33794 -6.97873 0.3435
H 5.20549 10.18402 -6.04172 0.3633
H 4.81554 7.85869 -5.17266 0.2019
H 7.51311 8.12511 -6.60645 0.3236
H 7.16583 7.04808 -5.26244 0.3177
H 7.13721 8.80598 -5.00881 0.3657
H 5.65925 7.09306 -7.77194 0.3408
C -1.54962 -3.72524 1.77400 -1.0534
C -1.32893 -4.65324 2.95818 0.4948
C -0.87521 -6.03243 2.50484 -1.4133
O -2.54103 -4.77350 3.69719 -0.4961
H -2.32964 -4.11512 1.11150 0.3589
H -1.88647 -2.74268 2.11420 0.0671
H -0.63098 -3.59906 1.19479 0.3544
H -0.57980 -4.22170 3.62853 0.2884
H -1.63182 -6.50253 1.86838 0.2907
H -0.73209 -6.69161 3.36558 0.3137
H 0.06371 -5.97599 1.94741 0.4127
H -3.21110 -5.15514 3.11285 0.4202
C -6.31107 -8.11575 3.69160 -1.3547
C -4.81205 -8.03208 3.44981 0.3593
C -4.04466 -8.91855 4.41777 -1.2555
O -4.38154 -6.68061 3.60205 -0.4239
H -6.56301 -7.77738 4.70187 0.3579
H -6.84891 -7.46505 2.99680 0.3154
H -6.67476 -9.13873 3.56560 0.3929
H -4.58856 -8.33063 2.42176 0.2464
H -4.21816 -8.60785 5.45310 0.3426
H -2.96873 -8.83960 4.23997 0.2828
H -4.34059 -9.96554 4.31353 0.3959
H -4.57442 -6.40569 4.50885 0.2854